(1)
C11H30B3F4NO7 | ωB97M-V/def2-TZVPD

Geometry as XYZ:
```
56
Properties=species:S:1:pos:R:3:nbo_charge:R:1
N -0.365 7.654 5.477 -1.076
B -0.470 6.223 5.527 1.184
O -1.725 5.641 5.353 -0.882
B -1.826 4.340 5.769 1.322
F -2.995 3.798 5.830 -0.461
O -0.732 3.600 6.087 -0.881
B 0.313 4.162 5.344 1.192
C 0.957 3.395 4.136 -0.810
C 1.649 4.356 3.162 -0.485
C 0.753 4.889 2.068 0.973
F 1.434 4.910 0.911 -0.340
F -0.323 4.171 1.840 -0.319
F 0.393 6.142 2.279 -0.330
O 0.664 5.448 5.721 -0.888
H -0.657 7.990 4.563 0.395
H 0.623 7.888 5.540 0.379
H 1.704 2.708 4.518 0.290
H 0.163 2.821 3.677 0.253
H 2.064 5.210 3.678 0.239
H 2.440 3.811 2.669 0.240
C 2.474 -0.629 1.439 -0.643
C 1.982 0.668 2.047 -0.064
O 2.876 1.146 3.057 -0.737
H 2.583 -1.393 2.210 0.209
H 1.783 -0.994 0.678 0.247
H 3.456 -0.492 0.979 0.193
H 1.013 0.525 2.523 0.177
H 1.876 1.438 1.274 0.156
H 3.735 1.286 2.643 0.463
C 0.188 -4.215 -2.070 -0.635
C 0.059 -2.745 -1.724 -0.061
O 1.315 -2.208 -1.301 -0.735
H 0.546 -4.778 -1.205 0.205
H -0.771 -4.626 -2.386 0.210
H 0.907 -4.363 -2.869 0.224
H -0.649 -2.603 -0.908 0.170
H -0.294 -2.181 -2.589 0.159
H 1.940 -2.323 -2.025 0.463
C -3.487 -0.259 -4.360 -0.633
C -2.618 -1.266 -3.630 -0.064
O -2.238 -2.335 -4.496 -0.724
H -4.383 -0.743 -4.750 0.213
H -3.787 0.554 -3.698 0.215
H -2.952 0.166 -5.213 0.197
H -3.158 -1.704 -2.792 0.179
H -1.714 -0.786 -3.244 0.157
H -1.749 -1.955 -5.234 0.460
C -0.529 -7.803 -5.337 -0.634
C -0.616 -6.328 -4.990 -0.060
O 0.652 -5.817 -4.582 -0.726
H -0.169 -8.374 -4.480 0.213
H -1.502 -8.193 -5.636 0.214
H 0.177 -7.966 -6.155 0.196
H -1.305 -6.170 -4.163 0.181
H -0.974 -5.751 -5.849 0.158
H 1.266 -5.942 -5.315 0.461
```

The HOMO-LUMO gap comes out at 10.70 eV. The value obtained for the total energy is -40625.007 eV. As for the molar mass: 396.79 g/mol.

---

(2)
C4H4ClN3O4 | ωB97M-V/def2-TZVPD

Geometry as XYZ:
```
16
Properties=species:S:1:pos:R:3:mulliken_spin:R:1
C -0.781 1.480 -0.696 0.129
C 0.652 0.062 -2.080 0.003
C -1.449 0.451 0.134 0.510
C 0.360 -0.796 0.435 0.210
N -0.126 1.074 -1.772 0.310
N 0.971 -0.787 -0.723 0.241
N 0.752 0.157 1.615 0.147
O 0.618 -0.484 2.650 0.124
O 1.147 -0.340 -3.089 0.060
O 1.139 1.238 1.514 0.120
O -0.033 -1.942 0.868 0.103
Cl -0.646 3.098 -0.298 0.034
H -1.999 0.693 1.000 0.003
H -1.876 -0.325 -0.402 0.012
H 1.195 -1.704 -1.023 -0.011
H 0.078 -1.874 1.867 0.002
```

The HOMO-LUMO gap (spin up / spin down) comes out at 6.27 / 6.94 eV. The value obtained for the total energy is -29387.435 eV. Its spin multiplicity is 3. As for the molar mass: 193.55 g/mol. The expectation value of S² is 2.01.

---

(3)
C30H29Br2CeClN7O2S2 | ωB97M-V/def2-TZVPD

Geometry as XYZ:
```
74
Properties=species:S:1:pos:R:3:mulliken_spin:R:1
Ce 1.753 -1.028 -0.074 0.991
O -0.081 3.662 3.188 0.000
C 1.139 3.125 3.504 0.000
C 1.787 3.657 4.612 0.000
C 3.011 3.153 5.009 0.000
C 3.605 2.115 4.300 0.000
C 2.962 1.590 3.194 0.001
C 1.726 2.084 2.785 -0.003
C 1.084 1.489 1.545 0.001
O 1.967 1.106 0.598 -0.001
N 0.250 0.317 1.994 -0.002
N -0.393 -0.329 0.996 0.004
C -1.519 -0.895 1.171 0.005
C -2.179 -1.661 0.123 -0.001
Br -1.070 -2.442 -1.231 0.001
C -3.493 -1.901 0.057 0.002
C -4.499 -1.285 0.934 0.000
C -4.448 0.070 1.277 0.000
C -5.396 0.622 2.124 0.000
C -6.416 -0.167 2.633 0.000
C -6.503 -1.503 2.264 0.000
C -5.563 -2.054 1.411 0.000
H -0.366 3.343 2.327 0.000
H 1.309 4.468 5.148 0.000
H 3.505 3.578 5.873 0.000
H 4.563 1.720 4.611 0.000
H 3.410 0.792 2.615 -0.001
H 0.349 2.220 1.124 0.000
H -0.279 0.471 2.847 0.000
H -2.029 -0.854 2.134 0.000
H -3.858 -2.608 -0.679 0.000
H -3.676 0.695 0.845 0.000
H -5.345 1.672 2.382 0.000
H -7.147 0.260 3.306 0.000
H -7.310 -2.111 2.651 0.000
H -5.634 -3.097 1.124 0.000
S 0.902 -3.340 1.400 -0.004
C 1.677 -4.094 0.060 0.002
C 1.799 -5.493 -0.042 0.000
C 2.451 -6.040 -1.118 0.000
C 2.999 -5.200 -2.093 0.000
C 2.832 -3.846 -1.940 0.002
N 2.173 -3.289 -0.912 0.001
H 1.374 -6.102 0.744 0.000
H 2.546 -7.115 -1.210 0.000
H 3.537 -5.600 -2.940 0.000
H 3.237 -3.144 -2.661 0.000
C -3.555 0.778 -3.978 0.000
C -3.382 1.363 -2.573 0.000
C -1.944 1.505 -2.195 0.000
N -1.149 0.543 -1.924 0.001
N 0.136 0.897 -1.635 -0.004
C 0.307 2.203 -1.680 0.002
N 1.485 2.817 -1.430 0.001
S -1.147 3.070 -2.108 0.000
H -4.614 0.727 -4.231 0.000
H -3.132 -0.224 -4.028 0.000
H -3.054 1.401 -4.721 0.000
H -3.872 0.713 -1.844 0.000
H -3.859 2.343 -2.522 0.000
H 1.982 2.334 -0.658 0.000
H 1.466 3.821 -1.371 0.000
Br 1.761 2.032 -5.135 0.000
C 2.845 1.271 -3.789 0.000
C 4.003 1.903 -3.370 0.000
C 4.734 1.308 -2.357 -0.001
C 4.269 0.131 -1.791 0.000
N 3.139 -0.465 -2.193 0.007
C 2.453 0.086 -3.199 0.000
H 4.316 2.835 -3.820 0.000
H 5.654 1.750 -2.001 0.000
H 4.798 -0.354 -0.985 0.000
H 1.578 -0.447 -3.550 0.001
Cl 4.039 -1.354 1.077 -0.004
```

The HOMO-LUMO gap (spin up / spin down) comes out at 6.83 / 6.84 eV. The value obtained for the total energy is -233316.603 eV. Its spin multiplicity is 2. As for the molar mass: 919.12 g/mol. The expectation value of S² is 0.75. The value obtained for the relative energy (zero: lowest compared OMol25 entry of this formula, charge and spin) is 23.8 kcal per mole.

---

Among the records above, which one has the highest molar mass?
C30H29Br2CeClN7O2S2